Record 1
Formula: CH2INS
Source: the OMol25 dataset
Level of theory: ωB97M-V with the def2-TZVPD basis set

```
6
Properties=species:S:1:pos:R:3
N 2.6838 2.0295 0.2908
C 3.3871 1.1559 0.1282
I 4.6230 -0.4140 -0.1566
S -0.4333 0.7888 -0.4596
H -0.2649 -0.1626 0.4063
H 0.1818 0.0322 -1.3314
```

Properties
ΔE to the lowest compared entry with this formula, charge and spin = 63.7 kJ/mol
Frontier orbital gap = 9.16 eV
Calculated total energy = -789.8947 Ha
HOMO energy = -9.47 eV
SMILES string = N#CI.S

Record 2
Formula: C5H41N2O13
Source: the OMol25 dataset
Level of theory: ωB97M-V with the def2-TZVPD basis set

```
61
Properties=species:S:1:pos:R:3
C -0.4218 1.7382 -0.1432
N -1.2217 1.5111 -1.2866
C -0.7235 1.5455 -2.6965
C -0.1344 2.9077 -3.0420
C 0.0760 0.5591 0.7788
N 0.8468 -0.5073 0.0657
C 2.2485 -0.8195 0.4519
H 0.4308 2.4460 -0.2334
H -0.9303 2.3525 0.6922
H -1.9871 0.8702 -1.2532
H 0.0507 0.7918 -2.7041
H -1.6272 1.2680 -3.2749
H 0.9011 3.1948 -2.8802
H -0.7189 3.6899 -2.5270
H -0.0940 3.1194 -4.0982
H -0.7112 0.0422 1.3385
H 0.8453 0.9639 1.4717
H 0.8424 -0.1736 -0.9031
H 0.3464 -1.4489 0.0615
H 2.9943 -0.1641 0.0302
H 2.4401 -1.8473 0.0100
H 2.3089 -1.0396 1.5046
H -3.9804 1.0343 -1.2458
H -3.0040 1.5982 -0.2556
O -3.6756 0.8883 -0.3399
H -2.5124 0.7428 4.0373
H -1.1996 -0.1740 3.6075
O -1.6252 0.4282 4.2168
H -0.6420 3.0362 5.0876
H -0.5062 1.6191 4.4473
O -0.0329 2.4923 4.5720
H 0.9116 0.4302 -5.2665
H 2.2551 -0.0808 -4.9129
O 1.3751 0.0226 -4.5235
H 0.0252 -4.5946 1.1868
H 0.2271 -3.4487 0.2591
O 0.6228 -4.3356 0.4677
H -1.6229 -2.2874 3.7794
H -2.3043 -2.8507 2.6581
O -2.4574 -2.1184 3.3020
H -3.1185 -2.9045 -2.7519
H -3.5044 -3.6841 -1.4831
O -2.8083 -3.1183 -1.8603
H 1.9698 -1.6011 -3.3868
H 2.3879 -3.1638 -2.9950
O 2.5579 -2.2250 -2.9632
H -1.6201 -2.4226 -0.8206
H -1.6582 -2.1515 0.6165
O -0.9590 -2.2867 -0.0890
H 3.6881 2.3251 0.2321
H 3.6395 2.6464 1.8179
O 3.5574 1.9945 1.1222
H -3.9380 -1.6202 0.0992
H -3.7778 -1.6394 1.7187
O -3.3957 -1.8605 0.8631
H 3.9390 1.6152 -2.7647
H 4.9039 1.9579 -1.7395
O 4.0681 1.4707 -1.8151
H 2.5570 0.7801 3.9882
H 1.9536 1.6997 5.0393
O 1.9425 0.7863 4.7317
```

Properties
ΔE to the lowest compared entry with this formula, charge and spin = 264.8 kJ/mol
Frontier orbital gap (spin up / spin down) = 2.13 / 8.60 eV
Calculated total energy = -1302.5049 Ha
2S+1 = 2
HOMO energy (spin up / spin down) = -2.37 / -8.92 eV

Record 3
Formula: C5H11P
Source: the OMol25 dataset
Level of theory: ωB97M-V with the def2-TZVPD basis set

```
17
Properties=species:S:1:pos:R:3
C -2.4217 -0.5186 -0.1375
C -1.2963 -0.1211 -0.7536
P 0.4080 -0.0386 -0.1850
C 2.0839 -1.3560 -0.1842
C 0.8749 1.6195 -0.7977
C 0.0850 0.0542 1.6170
H -3.3962 -0.6233 -0.6295
H -2.4220 -0.8239 0.8638
H -1.1858 -0.0037 -1.7562
H 1.6880 -2.3733 -0.0642
H 2.3776 -1.5174 -1.2898
H 1.9371 1.6963 -0.5537
H 0.9722 1.6124 -1.8392
H 0.1812 2.2535 -0.4267
H 0.0662 -0.9109 2.0316
H 0.8434 0.4087 2.1653
H -0.7955 0.6423 1.9396
```

Properties
ΔE to the lowest compared entry with this formula, charge and spin = 353.1 kJ/mol
Frontier orbital gap = 8.14 eV
Calculated total energy = -538.2917 Ha
HOMO energy = -7.54 eV
SMILES string = C=CP(=C)(C)C

Record 4
Formula: C6H15FNO
Source: the OMol25 dataset
Level of theory: ωB97M-V with the def2-TZVPD basis set

```
24
Properties=species:S:1:pos:R:3
C -1.5882 1.6992 -0.2904
C -1.1463 -1.7991 -1.3001
C 1.4799 -0.3553 2.0070
C -0.3753 1.1111 -0.9854
C -0.6009 -1.2647 -0.0446
C 0.7074 0.4339 1.0422
N 0.2833 -0.0626 -0.2059
O 2.5360 0.8414 -0.4346
F 3.5017 1.4218 0.2776
H -1.6201 2.6749 -0.5345
H -2.4509 0.9382 -0.5109
H -1.5492 1.7082 0.8124
H -0.4051 -2.4616 -1.8204
H -2.1127 -2.5143 -1.2253
H -1.5606 -0.9540 -2.0119
H 2.1918 -0.8465 1.4098
H 0.8748 -1.0886 2.6002
H 2.1815 0.2301 2.7699
H 0.3958 1.7651 -1.2617
H -0.7128 0.6344 -1.8778
H 0.1249 -1.9772 0.4463
H -1.3332 -1.0934 0.6802
H 0.1559 1.4266 1.2214
H 1.0224 -0.4676 -0.7636
```

Properties
ΔE to the lowest compared entry with this formula, charge and spin = 744.7 kJ/mol
Frontier orbital gap (spin up / spin down) = 7.48 / 7.47 eV
Calculated total energy = -466.9075 Ha
Total charge = +1
HOMO energy (spin up / spin down) = -13.61 / -13.60 eV

- The highest ΔE to the lowest compared entry with this formula, charge and spin belongs to which entry?
  C6H15FNO